No. 1
Density functional theory data (ωB97M-V with the def2-TZVPD basis set) for C33H31IrN12O3 as an isolated structure in a non-equilibrium geometry.

The geometry in XYZ format:
```
80
Properties=species:S:1:pos:R:3:forces:R:3
Ir -0.2308 -0.1430 0.3349 0.673 -1.068 -0.487
C 4.0596 13.0141 2.4630 -0.406 -0.173 -0.035
O 2.6890 12.5343 2.3150 0.282 0.369 0.070
C 2.4405 11.2858 2.0743 -0.071 -0.313 -0.040
C 3.4371 10.2765 1.9581 -0.194 0.305 0.067
C 3.0522 9.0042 1.6792 -0.276 -0.241 -0.099
C 1.6755 8.6691 1.5043 0.024 -0.451 -0.097
C 0.6908 9.6852 1.6521 0.040 -0.127 -0.006
C 1.0546 10.9601 1.9293 0.274 0.085 0.031
C 1.3498 7.3278 1.1676 0.059 0.956 0.235
N 2.2536 6.3578 0.9859 -0.087 -0.912 -0.247
C 1.5447 5.2640 0.6658 1.627 -0.060 0.144
C 0.1812 5.5340 0.6400 -1.867 -0.237 -0.299
N 0.0706 6.8462 0.9622 -0.159 -0.174 0.010
C -0.8027 4.5628 0.2530 0.893 1.043 0.187
C -2.1540 4.8305 0.0108 -0.480 -0.001 -0.080
C -2.9428 3.8235 -0.4809 -0.125 0.298 0.250
C -2.3799 2.5616 -0.6779 0.044 -0.408 0.021
N -1.1122 2.2743 -0.4184 0.039 0.877 -0.016
C -0.3282 3.2626 0.0180 0.094 -0.658 -0.205
C 1.0945 2.9400 0.1296 -0.161 -0.313 -0.083
N 1.4372 1.6635 -0.1398 -0.416 0.204 0.430
C 2.7256 1.4184 -0.3544 0.061 -0.079 0.097
C 3.7306 2.3727 -0.2181 0.057 -0.139 -0.129
C 3.3927 3.6420 0.1830 0.073 0.149 0.037
C 2.0406 3.9455 0.3448 -0.082 0.262 0.137
H 3.9618 14.0835 2.5978 0.025 0.021 0.004
H 4.6163 12.7871 1.5574 0.066 0.027 0.000
H 4.5036 12.5539 3.3423 0.064 0.008 0.008
H 4.4803 10.5181 2.0940 -0.004 -0.003 -0.017
H 3.7866 8.2171 1.5821 0.001 0.010 -0.011
H -0.3622 9.4595 1.5440 -0.011 0.003 -0.016
H 0.3327 11.7575 2.0423 0.019 -0.014 -0.005
H -0.7838 7.3721 1.0435 0.010 0.036 -0.008
H -2.5705 5.8150 0.1852 0.021 -0.001 -0.063
H -3.9823 3.9894 -0.7253 -0.003 0.004 0.030
H -2.9892 1.7514 -1.0532 0.021 -0.015 -0.128
H 2.9886 0.4145 -0.6521 0.005 -0.009 0.064
H 4.7565 2.1003 -0.4230 -0.011 -0.001 0.001
H 4.1415 4.4099 0.3290 -0.014 -0.001 0.026
N 1.4895 -2.5534 -2.6986 0.156 -0.110 0.004
C 0.6457 -1.5794 -2.3836 -0.053 0.216 -0.067
N 0.9323 -1.1543 -1.1622 0.085 0.293 0.038
C 1.9805 -1.9519 -0.7793 0.164 -0.199 0.237
N 2.3506 -2.8066 -1.6929 -0.203 0.137 -0.177
C 2.6239 -1.7618 0.5254 -0.287 0.135 -0.300
C 3.8762 -2.2632 0.8553 0.151 -0.036 0.087
N 4.4758 -1.9135 1.9870 -0.191 0.082 -0.037
C 3.8362 -1.0423 2.7640 0.174 -0.096 0.046
C 2.5868 -0.5356 2.4346 -0.098 -0.175 -0.050
N 1.9621 -0.9256 1.3245 0.192 0.157 -0.059
H 1.5574 -3.0695 -3.5654 0.008 -0.012 0.006
H -0.1258 -1.2047 -3.0370 0.013 0.009 0.035
H 4.4020 -2.9345 0.1864 -0.023 -0.023 0.019
H 4.3322 -0.7373 3.6773 0.012 0.015 -0.012
H 2.0927 0.1900 3.0681 0.031 0.015 0.021
N -0.5099 -0.3989 2.7914 0.095 0.006 0.271
C -1.7094 -1.0390 3.3888 0.098 0.180 -0.144
C -2.9478 -0.2711 2.9620 -0.025 -0.040 0.238
C -3.0814 -0.3040 1.4723 0.155 0.071 -0.765
O -3.9732 -0.8410 0.8642 -0.246 0.007 0.338
O -2.1182 0.3621 0.7982 -0.213 0.804 0.170
H 0.3172 -0.8875 3.1118 -0.007 -0.021 0.009
H -0.4544 0.5508 3.1502 0.059 0.040 -0.043
H -1.6210 -1.0529 4.4753 -0.022 0.055 0.055
H -1.7587 -2.0717 3.0537 -0.020 -0.006 -0.005
H -2.8486 0.7690 3.2823 -0.097 0.017 0.018
H -3.8342 -0.7007 3.4222 -0.031 0.015 -0.034
C -3.9127 -3.9116 -0.9652 0.112 0.074 0.120
N -2.7036 -3.3403 -0.3529 -0.121 -0.174 -0.063
C -1.9187 -3.9320 0.6071 -0.122 -0.070 -0.001
C -0.9661 -3.0298 0.9442 0.197 0.039 -0.363
N -1.1608 -1.8963 0.1715 -0.311 -0.581 0.765
C -2.2338 -2.1185 -0.5832 0.304 -0.093 -0.112
H -4.1926 -4.7947 -0.3999 -0.014 -0.018 -0.011
H -3.7175 -4.1865 -1.9979 -0.007 -0.001 -0.016
H -4.7124 -3.1783 -0.9020 -0.016 -0.008 -0.026
H -2.1089 -4.9284 0.9676 0.006 0.002 -0.023
H -0.1425 -3.1286 1.6304 -0.023 0.029 -0.003
H -2.6871 -1.4146 -1.2589 0.011 0.003 0.051
```
Forces are in eV/Å.

Results
HOMO energy (spin up / spin down) in eV: -13.75 / -13.69
2S+1: 2
Charge: +3

***

No. 2
Density functional theory data (ωB97M-V with the def2-TZVPD basis set) for C15H24AsF3N2OPdS as an isolated structure.

The geometry in XYZ format:
```
48
Properties=species:S:1:pos:R:3:forces:R:3
Pd -1.0117 -0.9785 0.7444 0.184 0.317 0.063
F -3.6845 5.4331 -0.7864 0.001 -0.001 -0.011
C -3.5578 4.9712 0.4662 0.005 0.010 0.011
F -2.8645 5.8870 1.1638 0.004 0.002 0.004
F -4.7895 4.9201 1.0004 -0.007 -0.005 0.003
C -2.8862 3.6243 0.5130 -0.005 0.014 -0.013
C -2.6525 2.9014 -0.6428 0.023 -0.003 -0.016
C -2.0435 1.6632 -0.5229 0.051 0.041 0.017
N -1.6921 1.1455 0.6546 -0.065 -0.028 -0.178
C -1.9240 1.8432 1.7658 -0.002 -0.030 -0.014
C -2.5139 3.0947 1.7369 0.023 0.000 0.042
H -2.9316 3.2850 -1.6129 0.002 -0.002 -0.002
H -1.8157 1.0594 -1.3925 -0.046 -0.004 0.009
H -1.6369 1.3426 2.6862 -0.013 -0.005 0.009
H -2.6816 3.6388 2.6563 -0.003 -0.005 0.003
S -1.2024 -1.1787 2.9715 -0.114 -0.100 0.063
C -1.9762 -4.3189 1.9425 0.036 0.001 0.006
As -0.5515 -3.1548 1.3467 0.030 -0.113 -0.015
C 0.9871 -3.6564 2.4066 0.002 -0.015 0.004
C -0.0665 -4.0927 -0.3216 -0.032 -0.006 0.011
H -1.6154 -5.3451 2.0184 0.005 0.001 -0.015
H -2.7855 -4.2670 1.2156 -0.001 0.000 0.002
H -2.3282 -3.9538 2.9025 0.009 -0.006 0.006
H 1.0764 -4.7432 2.4189 0.009 0.002 -0.002
H 0.8538 -3.2613 3.4086 0.004 0.003 0.002
H 1.8839 -3.2274 1.9594 -0.012 0.009 -0.011
H 0.3648 -5.0719 -0.1096 -0.024 -0.006 0.012
H 0.6512 -3.4930 -0.8807 0.017 -0.003 0.019
H -0.9610 -4.2165 -0.9315 0.009 0.020 -0.018
O -0.2194 -0.7023 -1.3763 -0.049 -0.105 0.068
C 1.0043 -0.5177 -1.4527 -0.015 0.046 -0.082
C 1.6584 -0.2694 -2.7927 0.000 -0.005 0.011
C 2.3663 1.1066 -2.9211 0.003 0.008 0.003
C 2.4041 1.9396 -1.6383 0.010 0.002 -0.002
C 3.3493 1.3809 -0.5740 -0.011 -0.013 0.006
C 3.1955 -0.1313 -0.4068 0.018 0.032 -0.010
N 1.8014 -0.5392 -0.3751 -0.035 -0.042 0.018
H 0.8685 -0.3680 -3.5328 0.003 -0.010 -0.002
H 2.3653 -1.0836 -2.9697 0.008 0.007 0.001
H 1.8534 1.6826 -3.6912 -0.005 -0.003 0.001
H 3.3872 0.9580 -3.2812 -0.002 0.002 -0.005
H 1.3924 2.0157 -1.2280 -0.001 0.005 0.006
H 2.7058 2.9597 -1.8814 -0.006 0.000 -0.003
H 3.1591 1.8789 0.3790 0.004 0.002 0.002
H 4.3875 1.5919 -0.8441 -0.001 -0.001 -0.003
H 3.6646 -0.4706 0.5154 -0.008 -0.009 -0.001
H 3.6963 -0.6546 -1.2238 -0.006 -0.004 0.006
H 1.3154 -0.6274 0.5175 0.004 -0.002 -0.004
```
Forces are in eV/Å.

Results
HOMO energy in eV: -6.52

***

Energy above the lowest of the compared OMol25 structures with the same formula, charge and spin (computed, eV): 6.076; 0.000
Molar mass (computed, g mol⁻¹): 835.91; 518.77